1.
Below is a cluster of 4 separate species, C24H44F2O11S3Si in total, with properties calculated with the ωB97M-V functional and the def2-TZVPD basis.

```
! RIJCOSX wB97M-V def2-TZVPD def2/J DEFGRID3
* xyz 0 1
C -2.160 0.509 -3.943
Si -1.298 1.835 -2.933
C -0.513 3.139 -4.031
C 0.011 0.940 -1.899
C 1.019 1.935 -1.288
C 1.647 1.472 0.008
F 2.831 2.180 0.186
F 2.015 0.159 -0.099
C 0.858 1.725 1.294
C 1.421 0.808 2.414
O 0.677 -0.427 2.342
C -0.404 -0.254 1.552
O -1.071 -1.130 1.084
C -0.584 1.239 1.353
C -2.460 2.583 -1.661
C -2.281 3.887 -1.190
C -3.115 4.400 -0.202
C -4.132 3.611 0.317
C -4.332 2.318 -0.147
C -3.498 1.806 -1.134
H -2.152 -0.414 -3.355
H -3.197 0.743 -4.180
H -1.598 0.290 -4.852
H 0.466 3.447 -3.660
H -0.372 2.743 -5.038
H -1.125 4.039 -4.115
H 0.520 0.181 -2.492
H -0.574 0.463 -1.112
H 1.834 2.030 -2.008
H 0.612 2.942 -1.160
H 0.988 2.732 1.682
H 2.488 0.613 2.361
H 1.216 1.233 3.400
H -1.028 1.602 2.285
H -1.258 1.467 0.534
H -1.482 4.504 -1.587
H -2.972 5.405 0.175
H -4.772 4.005 1.097
H -5.113 1.687 0.258
H -3.632 0.794 -1.497
O 6.904 5.178 -2.713
S 6.492 4.456 -3.879
O 5.208 4.715 -4.455
O 6.641 2.901 -3.595
C 6.009 2.378 -2.403
C 4.511 2.229 -2.553
C 7.723 4.575 -5.128
H 6.266 3.009 -1.552
H 6.478 1.409 -2.243
H 4.030 3.204 -2.635
H 4.094 1.721 -1.689
H 4.268 1.664 -3.454
H 8.690 4.346 -4.690
H 7.701 5.599 -5.494
H 7.477 3.882 -5.927
O -1.211 -4.081 5.660
S -1.548 -2.691 5.585
O -0.922 -1.763 6.479
O -3.129 -2.546 5.705
C -3.774 -3.193 6.824
C -3.592 -2.436 8.123
C -1.384 -2.112 3.936
H -3.412 -4.219 6.902
H -4.826 -3.234 6.548
H -2.554 -2.451 8.450
H -4.205 -2.892 8.901
H -3.888 -1.394 8.003
H -1.894 -2.797 3.266
H -0.321 -2.084 3.721
H -1.816 -1.117 3.879
O -3.069 -5.410 -1.331
S -2.052 -6.340 -0.940
O -2.173 -7.041 0.300
O -0.642 -5.618 -1.012
C -0.493 -4.361 -0.304
C -0.324 -4.569 1.186
C -1.773 -7.499 -2.233
H -1.340 -3.712 -0.527
H 0.396 -3.897 -0.725
H -1.234 -4.966 1.636
H -0.091 -3.620 1.667
H 0.477 -5.280 1.387
H -1.651 -6.960 -3.168
H -2.648 -8.144 -2.273
H -0.885 -8.079 -1.994
*
```

Computed properties:
**Lowest unoccupied orbital energy**: 0.43 eV
**SMILES**: C[Si](C)(CCC(F)(F)[C@@H]1COC(=O)C1)c1ccccc1.CCOS(C)(=O)=O.CCOS(C)(=O)=O.CCOS(C)(=O)=O
**E_tot**: -3452.34650 a.u.
**Gap between HOMO and LUMO**: 0.369 Eh

2.
Below is an isolated molecule of C4H12N2, with properties calculated with the ωB97M-V functional and the def2-TZVPD basis.

```
! RIJCOSX wB97M-V def2-TZVPD def2/J DEFGRID3
* xyz 0 1
C 0.286 -0.337 0.161
C 1.112 1.393 1.388
C -0.588 -0.117 -2.446
C -0.117 -1.278 1.279
N -0.099 0.996 0.157
N -0.843 -0.629 -1.116
H -0.992 1.101 0.637
H -1.834 -0.668 -0.892
H 1.256 -0.541 -0.288
H -0.825 -0.871 -3.209
H -1.175 0.784 -2.668
H 0.558 1.530 2.315
H 1.493 2.336 1.002
H 1.961 0.729 1.560
H 0.470 0.135 -2.573
H -1.132 -1.061 1.625
H -0.088 -2.313 0.932
H 0.557 -1.188 2.135
*
```

Computed properties:
**Energy above the lowest of the compared OMol25 structures with the same formula, charge and spin**: 3.588 eV
**Lowest unoccupied orbital energy**: 1.08 eV
**SMILES**: CNC(C)NC
**E_tot**: -268.98449 a.u.
**Gap between HOMO and LUMO**: 0.309 Eh

3.
Below is an isolated molecule of C22H21Cl2NO3, with properties calculated with the ωB97M-V functional and the def2-TZVPD basis.

```
! RIJCOSX wB97M-V def2-TZVPD def2/J DEFGRID3
* xyz 0 1
O 2.835 2.374 2.710
O 1.314 1.832 -1.247
Cl -3.976 -3.749 -1.355
Cl 2.097 -3.914 1.787
O 3.544 3.282 0.746
C 3.105 2.268 1.515
C 0.763 1.261 -0.319
C -3.714 2.260 1.464
C -2.606 2.709 0.820
C 3.229 -3.501 -2.016
C 2.393 -2.467 -2.469
C -3.474 -1.075 -1.396
C 3.122 -3.890 -0.697
C 1.428 -1.868 -1.650
C -1.809 -2.442 -0.344
C -2.667 0.059 -1.195
C -3.039 -2.307 -0.997
C 2.197 -3.344 0.156
C 1.331 -2.290 -0.292
C -1.000 -1.303 -0.051
C -1.459 -0.007 -0.462
N 1.533 0.560 0.622
C -2.667 3.977 -0.028
C 2.969 0.900 0.758
C 1.005 -0.499 1.483
C -1.297 1.979 1.033
C 0.321 -1.624 0.676
C -0.766 1.322 -0.241
H 3.565 4.079 1.283
H -4.682 2.727 1.416
H -3.686 1.354 2.058
H 3.916 -3.970 -2.750
H 2.456 -2.210 -3.507
H -4.394 -0.960 -1.937
H 3.776 -4.692 -0.328
H 0.749 -1.090 -2.032
H -1.434 -3.398 0.002
H -2.995 1.033 -1.608
H -2.533 3.700 -1.077
H -3.639 4.518 0.143
H -1.846 4.646 0.280
H 3.453 0.174 1.375
H 3.462 0.954 -0.231
H 0.319 -0.047 2.243
H 1.781 -0.962 2.078
H -1.372 1.231 1.825
H -0.621 2.736 1.400
H 0.083 -2.339 1.405
H -1.068 2.012 -1.050
*
```

Computed properties:
**Energy above the lowest of the compared OMol25 structures with the same formula, charge and spin**: 0.000 eV
**Lowest unoccupied orbital energy**: 0.59 eV
**SMILES**: C=C(C)C[C@H]1C(=O)N(CC(=O)O)C[C@H](c2ccccc2Cl)c2cc(Cl)ccc21
**E_tot**: -2051.81009 a.u.
**Gap between HOMO and LUMO**: 0.356 Eh

4.
Below is a structure of composition C30H47BeCl2N4O7SSi, with properties calculated with the ωB97M-V functional and the def2-TZVPD basis.

```
! RIJCOSX wB97M-V def2-TZVPD def2/J DEFGRID3
* xyz -1 1
C -1.506 -0.427 -3.960
C -1.011 -1.659 -3.283
H -1.087 -0.353 -4.972
H -1.217 0.478 -3.388
H -2.608 -0.439 -4.054
C -0.506 -2.693 -3.981
C -0.426 -2.790 -5.467
H -0.182 -3.597 -3.468
H -0.649 -1.865 -6.010
H -1.120 -3.556 -5.842
H 0.579 -3.118 -5.758
Be -0.736 0.557 -0.340
Cl -0.658 2.020 -1.824
C 0.125 -2.463 1.610
O 1.085 -1.751 1.316
N 0.150 -3.437 2.552
C 1.386 -3.696 3.248
C -0.970 -4.290 2.887
H -0.849 -2.386 1.080
H 2.063 -2.857 3.070
H 1.850 -4.627 2.893
H 1.178 -3.813 4.316
H -1.870 -3.991 2.339
H -1.161 -4.226 3.966
H -0.740 -5.337 2.647
H 0.579 2.352 4.392
H -1.250 3.759 3.924
C 1.055 2.585 3.431
C -0.852 4.011 2.936
N 0.012 2.934 2.480
H 1.660 1.744 3.088
C -0.193 2.402 1.277
O 0.187 1.266 0.861
H -1.675 4.156 2.233
H -0.782 3.061 0.602
H 1.690 3.468 3.603
H -0.286 4.944 3.032
H 1.539 -0.229 -3.869
H 2.194 -2.762 -3.432
C 2.277 0.065 -3.114
C 3.026 -2.257 -2.926
N 2.544 -1.068 -2.259
H 1.869 0.888 -2.525
C 2.905 -0.835 -0.947
O 3.205 0.256 -0.490
H 3.463 -2.942 -2.192
H 2.894 -1.758 -0.322
H 3.194 0.382 -3.635
H 3.780 -1.997 -3.685
O -0.465 -0.870 -1.056
C -1.277 -1.727 -1.770
C 0.070 -3.767 -1.063
C -1.174 -3.162 -1.234
H 0.966 -3.189 -1.319
C 0.152 -5.092 -0.620
H -2.356 -1.476 -1.670
C -2.338 -3.896 -0.989
H 1.133 -5.539 -0.455
C -1.008 -5.838 -0.414
C -2.254 -5.240 -0.615
H -3.297 -3.390 -1.139
H -0.939 -6.877 -0.094
H -3.173 -5.813 -0.484
Si -0.418 6.319 -3.230
Cl -0.706 5.334 -5.023
C 1.428 6.286 -2.902
C -1.476 5.404 -1.991
C -0.975 8.104 -3.423
H 1.807 5.256 -2.925
H 1.668 6.729 -1.926
H 1.951 6.862 -3.678
H -0.363 8.619 -4.176
H -0.880 8.653 -2.475
H -2.023 8.155 -3.745
H -1.167 4.349 -1.907
H -2.522 5.400 -2.329
H -1.425 5.861 -0.992
O -1.869 1.022 4.606
S -2.076 -0.239 3.921
O -1.771 -1.483 4.591
N -1.488 -0.205 2.384
C -2.448 0.031 1.492
O -2.254 0.397 0.285
C -3.802 -0.149 2.039
C -4.989 -0.313 1.335
C -6.165 -0.555 2.061
C -6.146 -0.630 3.478
C -4.922 -0.484 4.162
C -3.770 -0.285 3.412
H -4.938 -0.260 0.241
H -7.117 -0.680 1.539
H -7.070 -0.796 4.048
H -4.848 -0.517 5.249
*
```

Computed properties:
**Energy above the lowest of the compared OMol25 structures with the same formula, charge and spin**: 0.000 eV
**Lowest unoccupied orbital energy**: 2.44 eV
**E_tot**: -3540.19268 a.u.
**Gap between HOMO and LUMO**: 0.281 Eh

5.
Below is a cluster of 2 separate species, C12H16N2 in total, with properties calculated with the ωB97M-V functional and the def2-TZVPD basis.

```
! RIJCOSX wB97M-V def2-TZVPD def2/J DEFGRID3
* xyz 0 1
C -1.532 2.987 -1.350
C -2.035 1.582 0.672
C -1.089 2.202 -0.137
C -1.621 0.934 1.854
C -0.275 0.913 2.234
C 0.286 2.170 0.205
C 0.665 1.526 1.400
H -3.098 1.625 0.403
H -2.409 0.472 2.514
H -2.575 3.021 -1.547
H -1.094 2.481 -2.202
H 0.022 0.454 3.162
H 1.029 2.587 -0.410
H 1.709 1.469 1.620
H -1.170 4.042 -1.360
C -0.159 -1.187 -1.150
C 0.072 -1.637 -2.613
C 0.846 -1.725 -0.167
C 0.647 -2.467 0.984
C 2.822 -2.157 0.728
N 2.223 -1.557 -0.294
N 1.898 -2.729 1.518
H -0.065 -0.038 -1.131
H -1.161 -1.512 -0.777
H 1.107 -1.431 -2.937
H -0.292 -2.754 1.381
H 3.919 -2.227 0.928
H 2.071 -3.199 2.435
H -0.643 -1.060 -3.265
H -0.096 -2.784 -2.697
*
```

Computed properties:
**Energy above the lowest of the compared OMol25 structures with the same formula, charge and spin**: 0.633 eV
**Lowest unoccupied orbital energy**: 0.81 eV
**SMILES**: CCc1c[nH]cn1.Cc1ccccc1
**E_tot**: -576.35674 a.u.
**Gap between HOMO and LUMO**: 0.335 Eh

6.
Below is a cluster of 2 separate species, C3H2FNO in total, with properties calculated with the ωB97M-V functional and the def2-TZVPD basis.

```
! RIJCOSX wB97M-V def2-TZVPD def2/J DEFGRID3
* xyz 0 1
C 1.308 1.136 0.278
C -1.245 -1.041 -1.054
C -1.338 -1.117 0.231
N 0.516 0.768 0.993
O -1.178 -0.701 -2.156
F -2.166 -2.116 0.860
H 2.229 1.447 -0.171
H -0.726 -0.402 0.730
*
```

Computed properties:
**Energy above the lowest of the compared OMol25 structures with the same formula, charge and spin**: 2.475 eV
**Lowest unoccupied orbital energy**: 0.34 eV
**SMILES**: O=C=CF.C#N
**E_tot**: -345.26110 a.u.
**Gap between HOMO and LUMO**: 0.345 Eh

7.
Below is a structure of composition CHBrI2O2S, with properties calculated with the ωB97M-V functional and the def2-TZVPD basis.

```
! RIJCOSX wB97M-V def2-TZVPD def2/J DEFGRID3
* xyz 0 1
C -0.825 0.083 -0.906
O -0.012 0.598 1.886
O 1.158 -1.404 0.867
S 0.664 -0.042 0.806
Br 2.204 1.448 0.417
I 0.054 -1.084 -2.409
I -2.389 -0.730 0.105
H -0.854 1.131 -0.767
*
```

Computed properties:
**Energy above the lowest of the compared OMol25 structures with the same formula, charge and spin**: 1.155 eV
**Lowest unoccupied orbital energy**: -1.37 eV
**E_tot**: -3756.69007 a.u.
**Gap between HOMO and LUMO**: 0.302 Eh

| no. | strongest force on any atom (eV Å⁻¹) |
| --- | --- |
| 1 | 1.70 |
| 2 | 7.46 |
| 3 | 2.42 |
| 4 | 2.45 |
| 5 | 2.92 |
| 6 | 3.59 |
| 7 | 3.75 |